A structure of composition C23H25F36N9O25S12. Source: the Open Molecules 2025 dataset; level of theory: ωB97M-V/def2-TZVPD.

Properties
charge: -4
gap between HOMO and LUMO: 9.547 eV
largest force on an atom: 0.07554 Eh/bohr

Each line ends with the Löwdin charge.
Atoms and positions in Å:
C  1.83415  0.70920  2.74130  0.02
N  1.11485  2.02884  2.93129  -0.33
C  0.63489  2.07716  4.35955  0.02
C  2.18076  3.09758  2.78208  -0.01
C  0.07319  2.26487  1.91406  -0.11
C  -1.01262  1.16361  1.74833  -0.23
O  -1.59679  0.71926  2.93900  -0.07
H  2.80374  0.68692  3.24710  0.11
H  2.12025  0.54511  1.70821  0.11
H  1.16184  -0.11577  3.09212  0.13
H  -0.05399  1.22988  4.63880  0.12
H  0.02104  3.00076  4.42522  0.13
H  1.53369  1.98841  4.96360  0.09
H  1.68677  4.06755  2.76068  0.10
H  2.75948  3.01825  1.88636  0.09
H  2.79749  3.22607  3.63786  0.10
H  0.60477  2.48902  0.95529  0.15
H  -0.46454  3.18668  2.09185  0.13
H  -0.59091  0.29634  1.13607  0.13
H  -1.77338  1.55025  1.03816  0.13
H  -2.46250  1.11297  3.15501  0.06
C  -0.00107  2.25293  -3.59542  -0.06
C  0.60592  0.86801  -3.51582  -0.15
N  -0.33183  -0.19626  -3.19558  -0.04
C  -0.00102  -1.46879  -2.78265  0.02
C  -1.16458  -2.16828  -2.63421  0.02
N  -2.20210  -1.24919  -2.78766  -0.04
C  -1.62784  -0.12747  -3.23803  -0.05
C  -3.62356  -1.67529  -2.75739  0.03
H  0.75397  2.98751  -3.41986  0.04
H  -0.62652  2.34438  -2.70213  0.08
H  -0.61144  2.39335  -4.46635  0.08
H  1.50483  0.75030  -2.79801  0.15
H  0.99585  0.64074  -4.52805  0.14
H  1.02496  -1.77548  -2.59428  0.12
H  -1.38065  -3.19645  -2.54193  0.13
H  -2.17003  0.78817  -3.33774  0.14
H  -3.87934  -2.04366  -3.70904  0.06
H  -4.25159  -0.78243  -2.55060  0.10
H  -3.83199  -2.42936  -2.02391  0.10
C  -7.14659  0.19065  4.47693  -0.62
F  -8.13272  -0.71022  4.21875  0.11
F  -7.69998  1.42507  4.79179  0.08
F  -6.46726  -0.23367  5.49615  0.15
S  -5.86716  0.43149  3.09840  0.59
O  -5.33018  -0.87169  2.90644  -0.28
O  -6.58028  1.03261  2.03322  -0.28
N  -4.69952  1.36447  3.75711  -0.31
S  -4.60976  2.92481  3.86113  0.56
O  -3.25126  3.30587  3.60631  -0.30
O  -5.71924  3.62434  3.26922  -0.28
C  -4.88138  3.20645  5.62851  -0.67
F  -4.90323  2.04845  6.32204  0.10
F  -3.86690  3.89768  6.23603  0.09
F  -6.01807  3.78433  5.88794  0.16
C  0.98859  6.38330  -1.96908  -0.63
F  1.44630  7.52807  -2.48639  0.12
F  0.68905  6.67692  -0.68368  0.11
F  -0.19002  6.11771  -2.62572  0.10
S  2.28553  5.09695  -2.06674  0.59
O  1.90231  3.88082  -1.43685  -0.29
O  2.58721  5.02938  -3.47317  -0.28
N  3.45441  5.87044  -1.26862  -0.30
S  3.95149  6.09394  0.17705  0.55
O  4.25677  7.49065  0.39886  -0.30
O  3.28669  5.39071  1.22356  -0.30
C  5.59863  5.26860  -0.00123  -0.67
F  6.20879  5.56390  -1.14432  0.13
F  6.42819  5.68074  1.01670  0.08
F  5.51568  3.96074  0.02927  0.15
C  -2.80778  1.44448  -8.37176  -0.63
F  -2.24175  1.61038  -9.64987  0.06
F  -2.02307  0.74260  -7.60679  0.17
F  -2.89780  2.69591  -7.86477  0.10
S  -4.52996  0.75477  -8.47704  0.55
O  -5.22938  1.59469  -9.42158  -0.30
O  -4.26983  -0.62985  -8.81565  -0.31
N  -5.20482  0.85340  -7.09898  -0.29
S  -4.78423  0.17939  -5.69485  0.54
O  -4.36616  -1.14860  -5.76593  -0.25
O  -4.04830  0.99943  -4.81993  -0.26
C  -6.43659  0.15067  -5.03991  -0.69
F  -7.21525  -0.77066  -5.56876  0.15
F  -6.36760  -0.14490  -3.73903  0.12
F  -7.10108  1.34067  -5.11402  0.11
C  5.53170  -0.35250  -1.07636  -0.71
F  5.73313  -1.24527  -0.13124  0.15
F  4.99607  0.77490  -0.58528  0.11
F  6.70227  -0.01228  -1.56522  0.15
S  4.35973  -0.95291  -2.36669  0.60
O  3.01297  -1.08056  -1.75593  -0.35
O  4.47928  -0.01401  -3.45906  -0.29
N  4.79760  -2.43711  -2.57671  -0.31
S  5.84230  -2.82347  -3.70662  0.61
O  5.13390  -3.39376  -4.83945  -0.31
O  6.83465  -1.79757  -3.96285  -0.31
C  6.57348  -4.38977  -2.94008  -0.65
F  7.03598  -4.07483  -1.78681  0.16
F  5.56107  -5.29362  -2.83721  0.11
F  7.62961  -4.95413  -3.63831  0.08
C  0.01412  -7.96416  -0.95938  -0.67
F  -0.77809  -8.37990  -0.02967  0.16
F  0.48880  -6.79293  -0.44977  0.09
F  1.08236  -8.80637  -1.09797  0.10
S  -0.84132  -7.74279  -2.59005  0.63
O  -2.18962  -7.24015  -2.19518  -0.33
O  0.00556  -6.97969  -3.46131  -0.28
N  -0.97292  -9.25637  -2.93315  -0.32
S  -0.47351  -10.27311  -3.92319  0.50
O  -0.10119  -9.64464  -5.16187  -0.28
O  0.23846  -11.28936  -3.28208  -0.26
C  -2.05835  -11.09614  -4.23078  -0.63
F  -2.45325  -11.60697  -3.02896  0.08
F  -3.09375  -10.21301  -4.50645  0.07
F  -2.05645  -12.06022  -5.13648  0.13
C  2.95575  3.05922  8.11378  -0.65
F  3.02380  2.10895  7.20078  0.12
F  3.78781  4.01201  7.66567  0.11
F  1.69593  3.61225  8.01975  0.09
S  3.45072  2.49045  9.76224  0.60
O  4.89101  2.48085  9.79088  -0.29
O  2.74107  3.35961  10.71487  -0.32
N  2.75320  1.08416  9.75408  -0.31
S  3.34713  -0.30149  9.41337  0.52
O  4.34557  -0.19745  8.43549  -0.27
O  3.55428  -1.22314  10.47331  -0.28
C  1.83710  -0.98574  8.57811  -0.66
F  1.54566  -0.22599  7.53230  0.12
F  2.08979  -2.22587  8.21392  0.14
F  0.67992  -1.03671  9.34158  0.08

The molecule C23H25I2O7P. Source: the Open Molecules 2025 dataset; level of theory: ωB97M-V/def2-TZVPD.

Properties
gap between HOMO and LUMO: 8.280 eV
largest force on an atom: 0.00789 Eh/bohr
SMILES: CCOCc1cc([C@H](I)CC)cc2c1C(=O)c1c(CCO)c(I)cc(CP(=O)(O)O)c1C2=O
energy relative to the best compared isomer or geometry (same formula, charge and spin): 0.0 kJ/mol

Each line ends with the natural charge from an NBO analysis.
Atoms and positions in Å:
C  2.62942  3.62595  -1.15386  -0.63
C  1.37901  3.71414  -2.00949  -0.07
O  1.27632  2.64541  -2.94643  -0.54
C  0.32017  1.66484  -2.59511  -0.09
C  0.78236  0.80332  -1.43888  -0.02
C  2.00466  0.15237  -1.57497  -0.19
C  2.54028  -0.66986  -0.58597  -0.03
C  3.88635  -1.29090  -0.88076  -0.30
I  4.34900  -2.99829  0.33362  0.09
C  5.02373  -0.26066  -0.82329  -0.42
C  5.08204  0.51496  0.49463  -0.62
C  1.82278  -0.84149  0.59275  -0.17
C  0.59369  -0.21869  0.73684  -0.12
C  0.05939  0.59922  -0.26103  -0.08
C  -1.27520  1.20908  0.02594  0.56
O  -1.56048  2.34738  -0.27792  -0.53
C  -2.23353  0.30488  0.75986  -0.13
C  -3.60453  0.27824  0.44304  0.00
C  -4.15155  1.15665  -0.64823  -0.48
C  -3.61285  0.81498  -2.04804  -0.04
O  -4.60800  0.08808  -2.76220  -0.72
C  -4.38102  -0.62870  1.16339  -0.13
I  -6.43580  -0.86240  0.82890  0.17
C  -3.83950  -1.44088  2.15149  -0.22
C  -2.49240  -1.39141  2.47482  0.00
C  -1.94855  -2.31016  3.53921  -0.86
P  -1.06468  -3.73924  2.89628  2.35
O  -0.02849  -4.27154  3.77734  -1.06
O  -0.47797  -3.33004  1.45516  -0.99
O  -2.28610  -4.72347  2.52987  -0.99
C  -1.68650  -0.51148  1.75104  -0.05
C  -0.20780  -0.42063  1.97946  0.56
O  0.29627  -0.49988  3.07803  -0.51
H  2.62155  2.73067  -0.52989  0.20
H  3.52863  3.63007  -1.76862  0.21
H  2.65333  4.48541  -0.48014  0.21
H  0.48532  3.76316  -1.37992  0.18
H  1.40743  4.63712  -2.59497  0.18
H  -0.63217  2.14581  -2.37175  0.20
H  0.19296  1.04035  -3.48079  0.20
H  2.55376  0.30157  -2.49913  0.22
H  3.84134  -1.71487  -1.88256  0.23
H  5.95769  -0.79833  -0.98605  0.22
H  4.85778  0.42788  -1.65552  0.21
H  6.08220  0.90454  0.66928  0.22
H  4.37413  1.34415  0.47391  0.21
H  4.79831  -0.12606  1.33168  0.22
H  2.18674  -1.45729  1.40418  0.25
H  -3.92696  2.19797  -0.43425  0.25
H  -5.23253  1.05647  -0.70977  0.24
H  -3.36933  1.73478  -2.58520  0.18
H  -2.69403  0.22332  -1.97390  0.16
H  -4.19119  -0.61197  -3.26897  0.47
H  -4.47762  -2.13654  2.68098  0.23
H  -1.28605  -1.79975  4.23486  0.30
H  -2.78624  -2.70956  4.11531  0.26
H  -1.12323  -3.35156  0.73992  0.51
H  -1.97238  -5.42712  1.94584  0.51

A cluster of 3 separate species, C23H25N4O3P in total. Source: the Open Molecules 2025 dataset; level of theory: ωB97M-V/def2-TZVPD.

Properties
gap between HOMO and LUMO: 7.639 eV
largest force on an atom: 0.08398 Eh/bohr
SMILES: O=P(O)(O)c1nnc(CCCc2ccccc2)nn1.c1ccccc1.c1ccccc1

Each line ends with the natural charge from an NBO analysis.
Atoms and positions in Å:
O  5.64403  -0.41364  -2.18963  -1.04
P  4.55425  -0.14797  -1.22512  2.25
O  3.10386  -0.80761  -1.73625  -0.95
O  4.89039  -0.65516  0.32473  -0.93
C  4.25136  1.72186  -1.09251  -0.05
N  3.33067  2.20357  -1.95635  -0.16
N  3.08848  3.49101  -1.83856  -0.18
C  3.80246  4.11881  -0.86995  0.34
C  3.47105  5.66051  -0.68754  -0.44
C  2.05893  6.02475  -1.33107  -0.41
C  0.84140  5.63166  -0.40778  -0.44
C  0.03621  4.38295  -0.88331  0.01
C  -0.36611  3.39864  0.15036  -0.25
C  -1.11603  2.18239  -0.19556  -0.21
C  -1.52847  1.86379  -1.62040  -0.23
C  -1.14509  2.89002  -2.61255  -0.20
C  -0.38722  4.10541  -2.25042  -0.23
N  4.75562  3.63756  -0.03171  -0.17
N  4.99536  2.34899  -0.15214  -0.17
H  2.37477  -0.22914  -1.42218  0.50
H  4.34562  -0.08076  0.89935  0.49
H  4.28434  6.30327  -1.11721  0.24
H  3.35247  5.80480  0.42539  0.23
H  1.96943  5.67469  -2.39280  0.24
H  2.06122  7.15559  -1.39187  0.21
H  0.12599  6.50447  -0.38015  0.23
H  1.15875  5.43931  0.65850  0.21
H  -0.11663  3.53834  1.22899  0.22
H  -1.40049  1.44093  0.59560  0.21
H  -2.07023  0.92660  -1.88919  0.23
H  -1.46301  2.67437  -3.66381  0.22
H  -0.14878  4.81614  -3.07324  0.22
C  -2.60358  -1.61186  0.03534  -0.25
C  -3.38335  -2.52509  -0.66566  -0.21
C  -2.82236  -3.71755  -1.11330  -0.21
C  -1.48190  -3.99231  -0.86315  -0.20
C  -0.70253  -3.07318  -0.17071  -0.23
C  -1.26582  -1.88687  0.27797  -0.17
H  -3.03900  -0.68424  0.39020  0.21
H  -4.42736  -2.30886  -0.86244  0.22
H  -3.42937  -4.43219  -1.65708  0.22
H  -1.04475  -4.92131  -1.20934  0.22
H  0.34396  -3.28352  0.01878  0.22
H  -0.65603  -1.17276  0.82056  0.20
C  -1.70356  -5.06592  3.59257  -0.24
C  -2.40814  -4.46431  2.55683  -0.16
C  -3.56047  -5.06196  2.06123  -0.22
C  -4.00641  -6.26385  2.59823  -0.22
C  -3.29649  -6.87027  3.62798  -0.22
C  -2.14623  -6.27103  4.12633  -0.21
H  -0.80827  -4.59633  3.98383  0.21
H  -2.06027  -3.52962  2.13641  0.21
H  -4.11124  -4.59092  1.25643  0.21
H  -4.90676  -6.72870  2.21326  0.21
H  -3.64075  -7.81074  4.04317  0.21
H  -1.59390  -6.74272  4.93098  0.21

The molecule C23H25N5O5S2. Source: the Open Molecules 2025 dataset; level of theory: ωB97M-V/def2-TZVPD.

Properties
gap between HOMO and LUMO: 7.033 eV
largest force on an atom: 0.02202 Eh/bohr
SMILES: CCCN1C(=O)/C(=C/c2c(N3CCNC(=O)[C@@H]3CC(=O)OC)nc3c(C)cccn3c2=O)SC1=S
energy relative to the best compared isomer or geometry (same formula, charge and spin): 6.2 kJ/mol

Each line ends with the natural charge from an NBO analysis.
Atoms and positions in Å:
C  2.33593  2.10855  4.99207  -0.61
C  3.07312  0.82567  5.35500  -0.41
C  3.76610  0.19461  4.14634  -0.23
N  2.82863  -0.14223  3.09504  -0.47
C  2.71825  0.65910  1.96416  0.66
O  3.39881  1.64257  1.77602  -0.57
C  1.68761  0.13736  1.07352  -0.35
C  1.44973  0.67986  -0.14760  -0.10
C  0.54641  0.23167  -1.15065  -0.36
C  -0.58981  -0.57902  -0.94223  0.52
N  -1.23356  -0.66168  0.25676  -0.43
C  -2.09129  -1.81176  0.45639  -0.22
C  -3.49695  -1.49699  -0.03632  -0.23
N  -3.96953  -0.36862  0.72555  -0.60
C  -3.18973  0.59725  1.22417  0.68
O  -3.64409  1.53790  1.84358  -0.63
C  -1.65278  0.49274  1.03916  -0.13
C  -1.23573  1.86743  0.50683  -0.53
C  -1.61292  2.07269  -0.94299  0.82
O  -2.43385  1.42815  -1.54903  -0.63
O  -0.91912  3.08527  -1.45229  -0.50
C  -1.12146  3.43802  -2.81534  -0.28
N  -1.07056  -1.35521  -1.92086  -0.57
C  -0.67701  -1.17413  -3.15508  0.44
C  -1.20490  -2.00676  -4.18954  -0.03
C  -2.08933  -3.13699  -3.78312  -0.62
C  -0.90184  -1.72455  -5.48959  -0.14
C  -0.06726  -0.63227  -5.80989  -0.27
C  0.45143  0.12050  -4.81020  0.05
N  0.17210  -0.15134  -3.50646  -0.39
C  0.87247  0.59703  -2.49953  0.67
O  1.67419  1.43821  -2.85585  -0.62
S  0.96019  -1.30164  1.76030  0.39
C  2.02208  -1.22533  3.16515  -0.08
S  2.01155  -2.33802  4.35958  -0.09
H  1.93384  2.57781  5.88632  0.21
H  1.50688  1.90419  4.31700  0.20
H  3.00731  2.80951  4.50156  0.21
H  3.84094  1.03854  6.10010  0.21
H  2.37681  0.10461  5.78701  0.22
H  4.28556  -0.71897  4.44788  0.23
H  4.47353  0.90060  3.70395  0.23
H  2.11416  1.48647  -0.44101  0.27
H  -2.10873  -2.03258  1.52755  0.21
H  -1.66903  -2.65488  -0.08642  0.24
H  -3.45432  -1.25378  -1.10428  0.22
H  -4.16791  -2.34449  0.11995  0.21
H  -4.96414  -0.20989  0.80225  0.41
H  -1.24634  0.38972  2.05711  0.24
H  -1.79628  2.60405  1.09345  0.29
H  -0.17601  2.08033  0.63642  0.26
H  -1.46419  4.47172  -2.85308  0.20
H  -0.16342  3.34464  -3.32708  0.21
H  -1.86510  2.77852  -3.26721  0.21
H  -1.56905  -3.78112  -3.07759  0.23
H  -2.39616  -3.71823  -4.64771  0.22
H  -2.97029  -2.74940  -3.27560  0.23
H  -1.30201  -2.33612  -6.28393  0.22
H  0.16269  -0.40220  -6.83649  0.23
H  1.12078  0.95503  -4.95987  0.26